a:
The following is a quantum chemistry calculation of a gas-phase ion, C8H12N (charge +1), from the Open Molecules 2025 dataset.

## Properties
Spin multiplicity: 1
LUMO: -2.96 eV
Charge: +1
Gap between HOMO and LUMO: 10.72 eV
Molecular weight: 122.2 u
SMILES string: C[C@@H]1CC2=C1C[N+]21CC1

Element x y z (Å)
C1 -0.43173 -0.74693 0.56199
C2 -0.21979 0.55909 0.54621
C3 1.01716 -1.07972 0.44612
C4 -1.58319 0.94283 -0.04701
C5 2.39520 1.29685 1.12349
C6 2.31364 1.13015 -0.33342
C7 -1.86710 -0.62756 0.13039
C8 -2.32186 -1.35907 -1.13522
N1 1.32540 0.43970 0.50417
H1 1.66223 -1.79005 1.03724
H2 1.12581 -1.46623 -0.53475
H3 -1.97128 1.65288 0.60292
H4 -1.71912 1.29003 -1.08424
H5 3.13755 0.62482 1.48707
H6 2.10745 2.15081 1.65993
H7 1.87076 1.86653 -0.96052
H8 2.94652 0.46271 -0.78755
H9 -2.52457 -0.84027 0.95291
H10 -2.10658 -0.72162 -1.86647
H11 -3.38570 -1.51783 -1.00140
H12 -1.77083 -2.26711 -1.30186

---

b:
The following is a quantum chemistry calculation of a gas-phase ion, C8H12N (charge +1), from the Open Molecules 2025 dataset.

## Properties
Spin multiplicity: 1
LUMO: -3.22 eV
Charge: +1
Gap between HOMO and LUMO: 10.06 eV
Molecular weight: 122.2 u
SMILES string: C1CC12C[C@@]21C[C@]12C[NH2+]2

Element x y z (Å)
C1 -2.51846 -0.72558 -0.60817
C2 -1.49723 -1.81037 -0.62750
C3 -0.36835 0.44495 -1.89488
C4 0.15788 1.64781 0.67590
C5 2.55503 0.49319 0.95009
C6 -1.12408 -0.40378 -0.90748
C7 -0.13628 0.55242 -0.40663
C8 1.11437 0.54801 0.79620
N1 1.62655 -0.38733 1.76604
H1 -3.31169 -0.50005 -1.38217
H2 -2.96047 -0.39196 0.23666
H3 -1.21657 -2.36730 0.23245
H4 -1.42157 -2.49393 -1.50109
H5 0.45124 0.08599 -2.61036
H6 -0.78409 1.20934 -2.37539
H7 0.42112 2.62322 0.17606
H8 -0.63604 1.72418 1.34742
H9 3.38631 0.02274 0.36891
H10 2.98709 1.18220 1.55857
H11 1.72412 -1.34345 1.51174
H12 1.55113 -0.11031 2.69363

---

Here are the energies relative to the best structure, in kJ/mol: a 0.0; b 40.7.

---

a:
The following is a quantum chemistry calculation of 2 unconnected molecules or ions with the total composition FHO2, from the Open Molecules 2025 dataset.

## Properties
Spin multiplicity: 1
LUMO (spin up / spin down): -3.57 / -3.57 eV
Gap between HOMO and LUMO (spin up / spin down): 8.41 / 8.41 eV
Molecular weight: 52.0 u

Element x y z (Å)
O1 -0.58559 0.05417 -0.73762
O2 0.59489 -0.10880 -0.30328
F1 1.16303 0.72835 1.45488
H1 -1.17233 -0.67372 -0.41398

---

b:
The following is a quantum chemistry calculation of 2 unconnected molecules or ions with the total composition FHO2, from the Open Molecules 2025 dataset.

## Properties
Spin multiplicity: 1
LUMO (spin up / spin down): -3.85 / -3.81 eV
Gap between HOMO and LUMO (spin up / spin down): 8.02 / 8.17 eV
Molecular weight: 52.0 u

Element x y z (Å)
O1 0.14911 0.71260 0.44667
O2 -0.79643 -0.01834 -0.06868
F1 0.24990 -0.89024 -1.66286
H1 0.39742 0.19599 1.28486

---

Here are the energies relative to the best structure, in kJ/mol: a 0.0; b 14.7.

---

a:
The following is a quantum chemistry calculation of 2 unconnected molecules or ions with the total composition C6H14N5, from the Open Molecules 2025 dataset.

## Properties
Spin multiplicity: 1
LUMO: -4.81 eV
Charge: +1
Gap between HOMO and LUMO: 8.52 eV
Molecular weight: 156.2 u

Element x y z (Å)
C1 -1.28169 2.29430 0.97470
C2 -1.62249 1.15167 0.35606
C3 0.19393 2.74164 0.80822
C4 -0.69617 0.56637 -0.60524
C5 1.20658 -2.61896 -0.12973
C6 1.17671 -1.52334 1.02444
N1 0.98194 2.03630 -0.12171
N2 0.60239 1.02639 -0.69951
N3 -0.25969 -0.50802 -2.65555
N4 -1.17688 -0.14828 -1.62435
N5 -0.03902 -0.74422 1.03805
H1 -1.69342 2.93974 1.72736
H2 -2.58231 0.73834 0.47959
H3 0.36382 3.93304 0.62746
H4 0.50448 2.54563 1.90583
H5 0.79603 -3.67416 0.20316
H6 0.69717 -2.30942 -0.97063
H7 2.12861 -2.90330 -0.55436
H8 2.00011 -0.73523 0.71700
H9 1.22529 -1.93078 1.96750
H10 -0.01891 -1.44497 -2.81005
H11 0.56607 0.00850 -2.59409
H12 -2.16465 -0.12981 -1.83691
H13 -0.12480 0.08559 1.58143
H14 -0.78311 -1.39704 1.19132

---

b:
The following is a quantum chemistry calculation of a gas-phase ion, C6H14N5 (charge +1), from the Open Molecules 2025 dataset.

## Properties
Spin multiplicity: 1
LUMO: -3.80 eV
Charge: +1
Gap between HOMO and LUMO: 8.78 eV
Molecular weight: 156.2 u
SMILES string: [H]/N=C(\N)N/C=C(/CC)C(N)=[NH2+]

Element x y z (Å)
C1 -1.27080 -0.77509 -0.10901
C2 0.09534 -0.83757 -0.15569
C3 -2.00926 1.41457 0.89952
C4 1.00011 -0.18857 0.75404
C5 1.41198 -1.05348 -2.33833
C6 0.71265 -1.78014 -1.17076
N1 -2.11356 0.06033 0.53606
N2 -2.84693 1.80627 1.75663
N3 -1.00032 2.11656 0.27958
N4 0.58310 0.36661 1.88913
N5 2.30676 -0.20858 0.52138
H1 -1.79338 -1.53089 -0.68816
H2 2.49633 -1.12402 -2.27694
H3 1.13486 -0.00326 -2.37615
H4 1.12613 -1.50030 -3.28578
H5 1.41806 -2.44610 -0.67299
H6 -0.08093 -2.40585 -1.57706
H7 -3.05312 -0.28198 0.69480
H8 -2.83754 2.78872 1.99332
H9 -0.70491 1.79171 -0.62881
H10 -1.06509 3.11894 0.36280
H11 -0.37982 0.33459 2.17733
H12 1.24263 0.76310 2.54115
H13 2.94722 0.15704 1.20856
H14 2.68050 -0.58262 -0.33462

---

Here are the energies relative to the best structure, in kJ/mol: a 594.3; b 0.0.

---

a:
The following is a quantum chemistry calculation of C3H5FN2 in the gas phase, from the Open Molecules 2025 dataset.

## Properties
Spin multiplicity: 1
LUMO: 1.01 eV
Gap between HOMO and LUMO: 10.20 eV
Molecular weight: 88.1 u
SMILES string: F[C@H]1C=NNC1

Element x y z (Å)
C1 -0.13221 0.37594 0.91131
C2 0.45957 0.70438 -0.42865
C3 -0.28840 -1.10506 0.64128
H1 0.41342 0.69748 1.80894
H2 1.52239 0.50918 -0.46537
H3 0.23900 1.77425 -0.66308
H4 0.25614 -0.42238 -2.17522
H5 -0.55317 -1.90923 1.36062
N1 -0.18669 -0.24306 -1.33822
N2 -0.40114 -1.40179 -0.60966
F1 -1.32892 1.02029 0.95806

---

b:
The following is a quantum chemistry calculation of C3H5FN2 in the gas phase, from the Open Molecules 2025 dataset.

## Properties
Spin multiplicity: 1
LUMO: 1.00 eV
Gap between HOMO and LUMO: 10.62 eV
Molecular weight: 88.1 u

Element x y z (Å)
C1 -1.39865 -0.38709 0.10479
C2 -0.42144 0.81883 0.14197
C3 1.85474 0.18833 0.53646
N1 -1.05200 -1.55429 -0.15435
N2 0.85223 0.38610 -0.31393
F1 2.89092 -0.16725 -0.20019
H1 -2.39983 -0.16881 0.32322
H2 -0.88996 1.75772 -0.25567
H3 -0.22476 1.03420 1.24481
H4 -0.07578 -1.89034 -0.20992
H5 0.86454 -0.01740 -1.21720

---

c:
The following is a quantum chemistry calculation of C3H5FN2 in the gas phase, from the Open Molecules 2025 dataset.

## Properties
Spin multiplicity: 1
LUMO: 1.01 eV
Gap between HOMO and LUMO: 10.85 eV
Molecular weight: 88.1 u
SMILES string: FN1CC=NC1

Element x y z (Å)
C1 -0.07731 1.08821 0.64647
C2 -0.85076 0.59121 -0.50312
C3 0.69743 -1.03453 0.48122
N1 0.74944 0.24920 1.14150
N2 -0.20325 -0.93045 -0.77390
F1 0.61889 -0.69138 -1.92915
H1 -0.27813 2.07643 1.12008
H2 -1.93490 0.54160 -0.44298
H3 -0.79350 1.23357 -1.38332
H4 1.71709 -1.41320 0.32685
H5 0.35499 -1.71066 1.31634

---

Here are the energies relative to the best structure, in kJ/mol: a 0.0; b 110.9; c 184.5.